Entry from the OMol25 dataset: a cluster of 2 separate species, C21H19BClF3O2 in total in a non-equilibrium geometry (ωB97M-V/def2-TZVPD).

Structure (XYZ):
```
47
Properties=species:S:1:pos:R:3:forces:R:3:lowdin_charge:R:1
Cl 5.564841 1.862070 0.255385 -0.0160 0.0012 0.0679 0.609
F 3.351777 0.587029 -2.352903 0.4534 0.3453 0.2459 0.155
F 1.714570 0.902197 -0.922577 -0.1769 -0.0221 -0.6653 0.137
F 1.664500 -1.710019 -0.314989 0.2039 0.2786 0.5931 0.066
O -3.783823 -2.198318 -0.667202 0.0017 0.0098 0.0025 0.106
O -3.991732 3.151065 -0.446144 0.0068 -0.0100 0.0059 0.107
C -5.811162 -1.049864 0.877996 -0.0864 -0.0176 0.0718 -0.003
C -5.877382 1.725908 1.046829 -0.0947 0.0070 0.0645 -0.003
C -4.907165 1.101795 0.272604 0.0361 -0.0617 -0.0216 -0.083
C 2.752591 -1.172787 -0.917561 0.1942 0.0518 -0.3931 -0.216
C -6.807573 0.965127 1.733953 0.0132 -0.0264 -0.0154 -0.058
C -0.826844 -0.011544 -2.652748 0.0300 -0.0229 -0.0641 -0.065
C -1.773250 -0.775613 -1.993381 0.0910 0.0183 -0.0509 0.003
C 3.974749 -2.042322 -0.941270 -0.1629 0.2228 -0.4257 -0.114
C 5.232524 0.543515 1.460376 0.0199 0.0355 -0.1870 -0.624
C -4.867245 -0.291556 0.196587 0.0344 0.0635 -0.0137 -0.083
C -6.778690 -0.422642 1.643901 0.0112 0.0272 -0.0062 -0.058
C 3.791878 0.709246 1.978066 0.2599 -0.1225 -0.0598 -0.273
C 5.279601 -1.256928 -0.688341 0.3079 -0.0563 -0.0466 -0.163
C -0.897699 1.375940 -2.624462 -0.0589 0.0059 0.0159 -0.062
C -3.813529 -0.988013 -0.595667 -0.0017 -0.1181 -0.0117 -0.277
C -2.858991 1.244337 -1.246743 -0.0279 -0.0773 0.0293 -0.081
C -3.925275 1.940446 -0.472741 -0.0094 0.1191 0.0024 -0.278
C 3.303299 -0.497719 2.799720 -0.3363 0.4247 0.1806 -0.081
C -1.911019 2.004110 -1.921237 0.0981 0.0087 -0.0692 0.002
C -2.795886 -0.150509 -1.290613 -0.0290 0.0749 0.0355 -0.080
C 2.626511 0.063300 -1.394176 -0.4996 -0.5156 0.7014 -0.341
B 5.482593 -0.876432 0.819268 0.0867 0.0835 -0.0561 -0.171
H 5.943145 0.735226 2.266253 -0.0728 -0.0667 0.0289 0.091
H 4.117561 -1.089453 3.215534 -0.0010 -0.0603 -0.0870 0.071
H -1.724425 -1.855366 -2.013397 -0.0687 -0.0100 0.0368 0.122
H 2.633727 -1.120576 2.204040 0.2326 -0.2123 0.0022 0.071
H -0.156768 1.966262 -3.147189 0.0079 0.0050 0.0095 0.110
H -0.026717 -0.497209 -3.197387 -0.0054 -0.0188 0.0031 0.109
H 2.707765 -0.150297 3.646589 0.0133 -0.0380 -0.0392 0.075
H -5.894202 2.805343 1.105502 0.0534 0.0098 -0.0563 0.120
H 5.359502 -0.400252 -1.358705 -0.1435 -0.0073 0.0260 0.073
H 3.157195 0.851237 1.105484 -0.1130 0.0387 0.0916 0.075
H 5.872256 -1.732480 1.559313 -0.1656 -0.0558 0.0416 0.089
H -7.559129 1.452596 2.340832 -0.0087 -0.0004 -0.0030 0.107
H 3.829089 -2.789533 -0.157492 -0.0692 -0.0981 -0.1471 0.126
H 6.104502 -1.928772 -0.955408 -0.0356 0.0105 0.0084 0.108
H 4.040326 -2.551573 -1.906324 0.0229 -0.1966 0.1354 0.124
H -7.511489 -1.014747 2.176083 -0.0026 -0.0001 0.0043 0.107
H -1.973710 3.082835 -1.886041 -0.0587 0.0009 0.0508 0.121
H 3.746369 1.632916 2.555992 -0.0019 -0.0267 0.0012 0.108
H -5.777165 -2.127976 0.804394 0.0678 -0.0013 -0.0373 0.120
```
Positions in Å, forces in eV/Å.

As for the energy above the lowest of the compared OMol25 structures with the same formula, charge and spin: 0.0 kJ/mol. Its maximum force is 1.004 eV Å⁻¹. Its SMILES is O=C1c2ccccc2C(=O)c2ccccc21.CC[C@H](Cl)BCCC(F)=C(F)F. As for the LUMO energy: -0.033 Eh. As for the frontier orbital gap: 0.314 hartree. For the total energy, the calculation gives -47530.553 eV.

=====

Entry from the OMol25 dataset: a structure of composition C21H19BClGaNO4Se in a non-equilibrium geometry (ωB97M-V/def2-TZVPD).

Structure (XYZ):
```
49
Properties=species:S:1:pos:R:3:forces:R:3:lowdin_charge:R:1
Se 5.003386 -2.012291 -3.945158 -0.7459 0.2981 -0.1626 0.422
Ga 0.349649 -0.851701 -3.228614 -0.3887 -1.4185 1.5721 0.470
Cl -1.922606 -4.917473 -2.510677 -0.3268 0.1562 -0.2975 0.538
O -0.504232 -2.485573 -3.918952 -0.8037 0.6583 0.0863 -0.089
O 0.298170 -0.369895 -0.083887 0.2394 -1.0435 -0.0296 0.086
O -2.537952 -1.490609 -3.771851 0.6274 -0.2280 0.1267 0.029
O 0.590344 -2.625964 -0.496404 -0.1764 0.1152 0.9379 0.107
N 2.138002 -1.227227 -3.747448 2.1692 -0.3787 -1.0181 0.042
C 0.595759 -3.314594 1.963715 -0.0590 0.1852 -1.9133 0.002
C -0.126128 -0.879969 4.886283 0.5051 -0.4297 0.0129 -0.538
C 0.410752 4.439058 -2.524622 -0.5673 -0.5620 0.2036 -0.048
C 0.119952 3.605941 -3.600888 0.2029 0.5553 -1.7066 -0.243
C 0.327959 6.376217 -3.944431 -0.2403 0.0530 0.4847 -0.104
C -0.050854 0.972020 -3.588373 -0.0452 0.9765 -0.1717 -0.015
C 0.492444 5.810386 -2.664766 -0.4023 0.0660 -1.3778 -0.087
C 1.145934 -0.227713 5.472374 -0.6077 0.1011 -0.1929 -0.053
C -0.003335 2.184718 -3.523451 0.1784 -0.6112 0.0907 -0.091
C 0.006951 4.176494 -4.899967 0.3195 0.9083 1.3947 -0.021
C -1.804052 -2.468103 -3.831747 -0.6018 -0.9501 -0.3314 -0.673
C 0.483893 -2.440560 0.892150 0.3201 2.5582 -0.5429 -0.151
C -2.519704 -3.891020 -3.856767 1.3707 0.8113 -0.7372 -0.479
C -0.599324 -2.035930 5.815680 -0.6506 0.4672 0.5209 -0.073
C 0.185663 -0.507205 2.396364 -0.3944 0.4025 -1.0401 0.029
C 0.050427 5.568791 -5.045183 0.4229 -0.5717 0.4065 -0.094
C 0.174549 -1.395776 3.441594 -0.0560 -1.1592 1.2663 -0.171
C 0.427132 -2.778087 3.209533 -0.2331 2.0095 1.0850 -0.040
C -1.177730 0.238270 4.862593 -1.3352 -0.7254 -0.2496 -0.079
C 0.336317 -1.029952 1.128967 -0.0065 -1.7293 -1.4156 -0.176
C 3.271969 -1.509576 -3.898623 -0.7535 -0.0140 0.5971 -0.837
B 0.453762 -1.373631 -1.130147 -0.4872 0.6900 1.1794 -0.352
H 1.843471 -0.973940 5.808975 0.4732 -0.3045 0.1033 0.071
H -0.034979 0.546487 2.511794 0.1452 0.0134 0.0540 0.126
H -0.773789 1.202177 4.571088 0.1650 0.0394 -0.2929 0.069
H 0.391884 7.459690 -4.084967 -0.0860 -0.3661 0.1522 0.095
H 0.490143 3.938741 -1.575791 0.1048 0.1790 0.4134 0.112
H -1.956049 -0.079496 4.123139 0.2814 0.6009 0.7169 0.103
H -3.582441 -3.720530 -3.813201 -0.2334 -0.0645 0.4627 0.059
H 0.003217 3.520491 -5.738300 -0.4934 -0.3244 -0.5275 0.103
H 0.135357 -2.835507 5.954629 0.0921 0.3928 0.1357 0.067
H 0.529636 -3.334564 4.106377 -0.0275 -0.9424 0.2531 0.079
H -0.896257 -1.616704 6.807588 0.5834 -0.2280 -0.5244 0.085
H 0.838521 0.389968 6.332799 0.3657 -0.0619 -0.2685 0.084
H -0.094591 6.031583 -6.009674 0.0988 -0.0617 -0.1711 0.092
H 0.784078 -4.344998 1.737527 0.0666 -0.4733 0.3114 0.115
H -1.514888 -2.549441 5.491559 0.1645 0.2841 -0.4230 0.087
H 1.607340 0.376756 4.677042 -0.0341 0.0135 0.4966 0.089
H -2.301965 -4.406634 -4.812621 0.1071 0.2331 0.6043 0.075
H -1.647406 0.413385 5.862068 0.3499 -0.3852 -0.6729 0.088
H 0.561619 6.443501 -1.807322 0.4028 0.2650 0.3988 0.089
```
Positions in Å, forces in eV/Å.

The net charge is -1. Its maximum force is 2.635 eV Å⁻¹. As for the LUMO energy: 0.088 Eh. As for the frontier orbital gap: 0.282 hartree. For the total energy, the calculation gives -162690.973 eV.

=====

Entry from the OMol25 dataset: a structure of composition C21H19Br4CdN5O6S in a non-equilibrium geometry (ωB97M-V/def2-TZVPD).

Structure (XYZ):
```
57
Properties=species:S:1:pos:R:3:forces:R:3:lowdin_charge:R:1
Cd -0.522930 2.522890 -0.906136 1.4352 -0.8925 -0.4136 1.395
Br -3.697862 5.091521 -3.721571 0.0427 -0.0145 0.0038 0.746
Br -6.579972 4.690859 1.199619 0.0323 0.0119 0.0139 0.689
Br -6.464884 5.660054 -1.958344 0.0212 -0.0109 -0.0363 0.691
Br -3.856548 3.335595 2.569021 0.0247 0.0001 0.0153 0.740
S 4.340018 -3.158668 1.885530 -0.1906 0.2695 -0.3972 0.643
O 3.780725 -3.379639 3.191518 -0.1203 0.0314 0.1179 -0.298
O -1.580655 3.285688 0.665376 -0.7265 0.4761 0.9027 -0.333
O 3.752197 3.258668 3.067976 -0.0987 -0.0527 0.0144 0.121
O -1.547165 3.886205 -2.044401 -0.2448 0.4596 -0.3080 -0.315
O 4.331525 1.199724 3.380402 -0.1620 -0.0442 -0.0299 0.091
O 5.699402 -3.524365 1.612454 0.0894 0.0196 -0.1222 -0.296
N 2.419198 0.377152 1.494275 0.1541 0.1592 0.0319 0.059
N 3.667209 2.072394 2.842591 0.3909 0.1063 0.0318 -0.331
N -3.439563 -0.701950 -0.161230 -0.0612 -0.0390 0.0133 0.144
N -2.020870 0.785133 -0.965498 0.2084 -0.3730 -0.1597 0.037
N 1.357606 1.715618 0.105638 -0.2868 -0.0824 -0.2248 0.016
C -1.465122 -0.459679 -3.086351 -0.0119 0.0010 0.0339 -0.030
C -2.627345 4.131327 -1.317745 -0.2432 0.0148 0.1194 -0.467
C -4.950260 4.881539 -1.142819 -0.0805 -0.0246 0.1778 -0.770
C 4.145376 -1.397718 1.496600 -0.0712 -0.5208 0.1369 -0.191
C -2.827987 0.490413 0.020762 -0.0051 0.1506 0.0415 -0.124
C 1.579078 0.450455 0.446905 -0.0188 0.0428 -0.0281 -0.317
C -2.998828 -1.225711 -1.363040 0.2810 0.1245 -0.2098 -0.189
C 2.068520 2.495175 0.963340 0.2452 0.0530 0.1552 -0.017
C 2.848837 -0.875886 2.110290 0.2015 -0.1519 -0.0367 -0.140
C 3.276897 -3.979606 0.674723 0.3183 0.1182 0.3429 -0.299
C 3.417512 -5.482661 0.869838 0.0602 0.0004 0.0604 -0.114
C -4.993344 4.503700 0.191811 -0.0619 0.0361 -0.1584 -0.773
C -3.780590 4.671961 -1.880929 0.0901 0.0452 -0.0631 -0.655
C 0.982814 -0.736919 -0.219088 0.0024 0.0465 0.1051 0.020
C -3.849015 3.956974 0.777749 0.0478 -0.0164 0.0150 -0.656
C -3.252978 -2.413500 -2.038609 -0.0981 -0.0685 0.0424 -0.013
C -1.719587 -1.638557 -3.758349 0.0548 0.0628 -0.0585 -0.082
C -2.594554 -2.602394 -3.238326 -0.0226 -0.0135 0.0042 -0.085
C -2.104364 -0.267888 -1.864510 -0.2895 -0.1820 0.1302 -0.257
C 2.751343 1.683495 1.818933 -0.4396 -0.0612 -0.2958 -0.119
C -2.651818 3.796564 0.084235 -0.1867 0.1550 0.0232 -0.491
H -2.992829 1.123610 0.883754 0.0078 0.0074 -0.0109 0.096
H 4.444911 -5.790306 0.681453 -0.0233 -0.0253 -0.0061 0.081
H 2.044188 -1.597796 1.979495 -0.0474 0.1009 0.0114 0.115
H -1.248875 -1.818605 -4.715881 0.0005 -0.0012 0.0148 0.105
H 3.158607 -5.753512 1.893050 -0.0259 -0.0425 -0.0330 0.082
H 4.167213 -1.315133 0.409019 0.0143 0.0589 0.0049 0.108
H 5.020287 -0.902772 1.915650 0.0129 0.0070 -0.0106 0.107
H 3.616492 -3.657011 -0.309976 -0.0388 0.0089 -0.0099 0.102
H 2.993149 -0.725411 3.171428 -0.0909 0.0253 0.0824 0.127
H 0.209873 -1.184539 0.410685 -0.0063 -0.0141 -0.0430 0.105
H 2.258017 -3.640011 0.864654 -0.0056 0.0270 -0.0509 0.089
H 2.065570 3.570360 0.913448 0.0122 -0.0068 0.0758 0.135
H 1.738410 -1.493705 -0.429606 -0.0088 -0.0014 -0.0244 0.079
H -4.132452 -1.098395 0.448611 -0.0346 0.0266 0.0402 0.166
H 0.523100 -0.432748 -1.154603 -0.0119 -0.0259 -0.0246 0.061
H -2.764606 -3.510629 -3.800925 -0.0235 0.0005 0.0223 0.105
H -3.937294 -3.158049 -1.652523 0.0035 0.0201 -0.0018 0.113
H 2.760359 -6.017951 0.187265 -0.0195 0.0229 -0.0122 0.081
H -0.816139 0.304642 -3.497636 0.0050 -0.0246 -0.0157 0.112
```
Positions in Å, forces in eV/Å.

As for the energy above the lowest of the compared OMol25 structures with the same formula, charge and spin: 43.4 kJ/mol. Its maximum force is 1.740 eV Å⁻¹. As for the LUMO energy: -0.052 Eh. As for the frontier orbital gap: 0.200 hartree. For the total energy, the calculation gives -337387.904 eV.

=====

Entry from the OMol25 dataset: an isolated molecule of C21H19BrN2O5 in a non-equilibrium geometry (ωB97M-V/def2-TZVPD).

Structure (XYZ):
```
48
Properties=species:S:1:pos:R:3:forces:R:3:lowdin_charge:R:1
Br -3.015291 -0.000218 2.769132 -0.0866 0.1728 0.1344 0.812
O 5.251353 -1.474616 0.495871 0.1680 -0.0452 -0.0542 -0.129
O -4.122577 0.499929 -4.106415 -0.0948 -0.0907 0.4743 0.037
O -2.094191 0.016497 -5.086821 0.3815 -0.1928 0.2686 0.035
O 1.113980 -2.123525 2.343693 -0.1711 0.0879 0.1687 0.067
O -0.497449 1.513659 -0.368494 0.0636 0.1415 0.0371 0.107
N -0.343244 -0.133336 1.186059 0.2584 -0.2396 0.1883 0.114
N 2.504866 -2.136458 0.563308 0.0818 -0.1378 -0.0212 -0.043
C -0.051645 -1.443706 -0.855306 0.2161 0.1196 0.4923 0.020
C -2.027862 -0.258513 -3.744975 -0.5135 0.0981 0.3212 -0.191
C 1.345160 -1.819437 1.182105 -0.0134 -0.0774 -0.1403 -0.393
C 3.064675 -1.459202 -0.586633 0.4107 0.4074 -0.1285 -0.120
C -3.472657 -0.173457 -1.811673 -0.1417 0.1363 -0.3751 0.028
C -2.569032 2.619362 3.727488 -0.0512 -0.0718 0.0481 -0.129
C -2.149607 1.700710 2.778179 0.0109 -0.1493 -0.0515 -0.582
C -0.641592 3.316902 1.876088 -0.0115 -0.0597 -0.0019 -0.013
C 0.294581 -1.098220 0.393333 -0.1663 -0.1849 -0.4210 -0.147
C -2.008892 3.883440 3.756998 0.0024 -0.0312 -0.0415 -0.075
C -0.658907 1.122199 0.767880 0.1239 0.0551 0.0584 -0.455
C -3.394541 0.513127 -5.315070 -0.4477 0.4099 -1.1233 -0.161
C 4.698251 -2.085504 1.640907 -0.2257 -0.2480 0.0955 -0.179
C -0.977099 -0.753855 -3.020242 -0.1654 0.1201 -0.0838 0.062
C -1.169891 2.027874 1.846371 -0.2036 0.1467 0.0785 -0.163
C -3.258558 0.033045 -3.152984 0.5964 -0.1733 -0.0873 -0.197
C -2.404480 -0.656102 -1.066057 0.2106 -0.2200 -0.0685 -0.040
C 3.485595 -2.941524 1.269731 0.2251 -0.0153 0.3185 -0.105
C -1.166967 -0.930555 -1.640158 -0.4422 -0.0210 -0.1748 -0.220
C 4.302263 -0.660025 -0.146179 -0.3001 0.0052 -0.2639 -0.183
C -1.046594 4.236010 2.824654 0.0328 -0.0027 -0.0220 -0.069
H -3.334864 2.342090 4.435598 -0.0500 -0.0269 0.0289 0.097
H 3.363267 -2.207591 -1.329098 -0.0438 0.0737 -0.0273 0.135
H 3.800448 -3.756196 0.609469 0.0077 0.0202 0.0522 0.134
H 3.012550 -3.346856 2.164450 0.0916 -0.0108 -0.1064 0.125
H 4.803073 -0.228802 -1.014160 -0.0864 0.0335 0.0316 0.129
H 0.562167 -2.180159 -1.356487 0.1540 -0.0613 0.0562 0.125
H -2.552450 -0.851302 -0.016656 0.0164 0.0331 0.1321 0.075
H 5.488369 -2.700539 2.073116 -0.0851 0.0231 0.0431 0.128
H 2.336038 -0.777141 -1.021529 0.0944 -0.0903 0.0058 0.119
H 4.394474 -1.317125 2.367876 0.0236 -0.0680 -0.0328 0.132
H -0.288668 -0.345904 2.177182 -0.1183 0.1639 -0.1242 0.120
H -3.905343 -0.118869 -6.059138 0.1307 0.0856 0.2269 0.139
H -4.427862 0.033765 -1.359524 -0.1365 0.0238 0.0689 0.121
H 0.094443 3.576839 1.130325 0.0499 0.0244 -0.0728 0.121
H 3.983361 0.150138 0.528975 0.0136 -0.0391 -0.0682 0.132
H -0.617725 5.226012 2.833690 0.0477 0.0863 -0.0002 0.106
H -3.334213 1.545364 -5.697728 0.0278 -0.2231 0.1668 0.140
H -0.031531 -0.971376 -3.488782 0.1492 -0.0496 -0.0734 0.127
H -2.335183 4.593150 4.501629 -0.0339 0.0617 0.0676 0.107
```
Positions in Å, forces in eV/Å.

As for the energy above the lowest of the compared OMol25 structures with the same formula, charge and spin: 113.3 kJ/mol. Its maximum force is 1.277 eV Å⁻¹. Its SMILES is O=C(N/C(=C\c1ccc2c(c1)OCO2)C(=O)N1CCOCC1)c1ccccc1Br. As for the LUMO energy: 0.014 Eh. As for the frontier orbital gap: 0.299 hartree. For the total energy, the calculation gives -105345.076 eV.